Entry from the Open Molecules 2025 dataset: a structure of composition C16H22CrN9S4 (ωB97M-V/def2-TZVPD).

Geometry as XYZ:
```
52
Properties=species:S:1:pos:R:3:forces:R:3:lowdin_spin:R:1
Cr 0.30469 -0.15639 0.07153 -0.2098 0.1859 -0.0054 2.9728
C -4.52472 3.47993 2.24541 0.0164 -0.0108 -0.0209 0.0014
S -3.66944 3.20113 0.68708 -0.0046 0.1210 0.0198 0.0056
C -2.03869 2.61985 1.10957 0.1159 -0.0732 0.5983 0.0140
S -1.53962 2.34804 2.71733 0.0163 0.0348 -0.2780 0.0117
N -1.41169 2.45523 -0.02132 0.3804 -0.0184 -0.0280 0.0305
N -0.16407 1.81082 -0.12509 -0.0570 0.1233 0.4180 0.2277
C 0.60557 2.38156 -1.06601 -0.0385 -0.0274 -0.0421 0.1912
C 1.49037 1.58912 -1.80930 -0.0722 -0.1414 0.0767 0.1184
C 2.34205 2.07759 -2.82925 0.0493 0.0993 -0.0566 0.0466
C 3.03653 1.20485 -3.60956 0.0569 -0.0774 -0.0493 0.0681
C 2.89671 -0.19403 -3.40277 0.1246 0.1355 -0.1203 0.0898
C 2.10028 -0.61818 -2.38398 -0.1485 0.2408 0.3267 0.0288
N 1.42843 0.23186 -1.56378 0.2318 -0.1737 -0.2963 0.1284
H -4.78380 4.53311 2.32085 0.0044 -0.0161 0.0272 0.0003
H -3.86229 3.19759 3.06110 -0.0013 0.0021 0.0152 0.0001
H -5.42465 2.86973 2.27020 0.0104 0.0106 0.0141 0.0000
H 0.44035 3.42403 -1.30994 0.0076 -0.0223 -0.0322 0.0092
H 2.40147 3.14762 -2.98645 0.0164 -0.0545 -0.0027 0.0000
H 3.68423 1.57067 -4.39575 -0.0411 0.0030 0.0068 0.0019
H 3.39546 -0.91399 -4.03685 -0.0043 0.0595 0.0339 0.0047
H 1.96910 -1.67598 -2.19290 -0.0726 0.0087 0.0109 -0.0007
N -2.76350 0.89261 -1.56728 -0.3059 -0.7754 -0.3536 0.0117
C -2.50877 -0.39194 -1.37203 -0.0424 0.1426 -0.0769 0.0100
N -1.39054 -0.90317 -0.85531 0.1406 -0.3618 0.1646 -0.0039
C -1.46095 -2.30615 -0.80486 0.3926 0.3173 0.1305 0.0023
C -2.59449 -2.84704 -1.26685 -0.2164 -0.2594 -0.0734 0.0037
S -3.66205 -1.61071 -1.81357 -0.1741 -0.0986 -0.0415 -0.0014
C -0.26526 -3.00945 -0.32670 -0.0237 0.5613 -0.0227 0.0032
C -0.05024 -4.32905 -0.19821 -0.0147 -0.3877 0.0469 -0.0005
S 1.58610 -4.62232 0.24476 0.0588 -0.2546 -0.0025 0.0018
C 1.89643 -2.93976 0.24507 -0.0360 -0.0060 0.0361 0.0078
N 0.84209 -2.21225 -0.01897 -0.3587 0.0286 -0.1985 -0.0004
N 3.13735 -2.40494 0.49053 0.0198 0.0755 -0.0054 0.0037
H -2.24743 1.61447 -1.00435 0.2637 0.3916 -0.0492 0.0026
H -3.69821 1.14945 -1.83980 -0.0325 -0.0636 -0.0670 0.0003
H -2.85756 -3.89266 -1.33495 0.0307 0.1320 -0.0290 0.0003
H -0.73930 -5.14519 -0.35885 0.0865 0.0863 0.0329 0.0000
H 3.88239 -3.07492 0.60940 0.0123 -0.0132 0.0350 0.0001
H 3.39626 -1.67339 -0.16109 -0.0043 -0.0124 -0.0495 0.0003
N -0.53838 -0.57032 1.95278 0.2615 0.1492 0.2781 -0.0035
C 0.55632 -0.68645 2.95737 -0.1237 -0.0554 -0.2112 0.0018
C 1.49827 0.47202 2.73378 0.0351 -0.0053 -0.1749 0.0020
N 1.95819 0.41168 1.31525 -0.1527 -0.1768 0.2452 -0.0028
H -1.07202 0.28626 2.20610 -0.0530 0.0701 -0.0226 0.0044
H -1.17898 -1.35166 2.04007 -0.0213 -0.0817 -0.1168 0.0018
H 1.07774 -1.63398 2.80314 -0.0364 -0.0467 0.0108 0.0003
H 0.17280 -0.67187 3.97544 -0.0886 0.0176 0.0633 -0.0008
H 2.33286 0.43913 3.43205 0.0825 -0.0137 -0.0116 -0.0006
H 0.95855 1.40326 2.86516 -0.0721 0.1598 0.0032 0.0008
H 2.69959 -0.27886 1.26294 0.0713 -0.0176 -0.0617 0.0020
H 2.35643 1.30306 1.03886 -0.0793 0.0885 -0.0947 0.0026
```
Positions in Å, forces in eV/Å.

## Properties
Total charge: +1
F_max, eV/Å: 0.91
Multiplicity: 5
HOMO energy (spin up / spin down), eV: -8.69 / -10.20
Relative energy (zero: lowest compared OMol25 entry of this formula, charge and spin), kcal per mole: 11.7
Frontier orbital gap (spin up / spin down), Eh: 0.2166 / 0.2512
M, g/mol: 520.68

Entry from the Open Molecules 2025 dataset: a cluster of 2 separate species, C16H22F2N4O3S in total in a non-equilibrium geometry (ωB97M-V/def2-TZVPD).

Geometry as XYZ:
```
48
Properties=species:S:1:pos:R:3:forces:R:3:lowdin_charge:R:1
C 0.78726 -2.64498 -3.44290 -1.1779 0.1047 -0.0475 -0.0841
C -0.77829 -3.13634 -3.38354 2.5867 -0.5667 1.2835 -0.2170
N -1.54635 -2.05996 -2.67285 0.6367 -0.8767 -0.7444 -0.1003
N -2.62863 -1.58284 -3.39122 -0.3081 -0.9270 -0.7441 -0.2812
C -2.23450 -0.83416 -4.62001 -0.7433 1.6830 0.5233 -0.0601
C -1.42825 0.47781 -4.11103 3.1241 1.2957 -2.2781 -0.2686
O -0.52690 1.01543 -4.77864 -4.3922 -2.3084 3.5669 0.1182
F -1.80890 1.00710 -2.81412 0.5876 -1.2798 -2.7164 -0.0096
S -3.85197 -2.78053 -3.67939 -7.7145 -0.8125 2.5778 0.8231
O -5.18864 -2.05594 -3.69865 4.8351 -1.5202 -1.1606 -0.3118
O -3.92874 -3.81886 -2.58096 2.3143 2.5941 -3.6264 -0.2990
F -3.71551 -3.48235 -5.21979 0.5568 1.1761 2.6821 -0.2114
H 0.74701 -1.49508 -3.33088 0.3854 -1.8683 -0.4620 0.0687
H 1.33122 -3.07650 -2.53195 -0.5472 0.5922 -1.5496 0.0720
H 1.23705 -2.97913 -4.44463 -0.3401 0.5989 1.7348 0.0883
H -1.13941 -3.37670 -4.43898 0.1008 0.3395 1.6946 0.1172
H -0.76328 -4.05826 -2.68047 -0.4532 1.2306 -1.6625 0.1322
H -1.78798 -2.33922 -1.71406 -0.4065 0.1422 -0.9545 0.1127
H -3.20057 -0.42630 -5.10632 1.4448 -0.7509 0.7383 0.1650
H -1.65807 -1.44034 -5.39750 -0.4244 1.1065 1.2450 0.1485
C 5.17745 3.82643 4.31192 0.1575 0.1156 -0.0886 0.0522
N 3.95689 3.15240 3.81716 -0.2750 -0.1610 0.0744 -0.0780
C 3.64497 3.23667 2.50877 -0.4456 -0.3109 -0.0410 0.0329
C 2.52963 2.58208 2.00393 0.1804 0.1869 -0.1029 0.0641
C 1.71900 1.82075 2.84707 0.6776 0.3487 0.3408 -0.1324
C 2.06228 1.77732 4.20009 0.0408 -0.0669 0.1171 0.0601
C 3.18239 2.45021 4.66449 -0.3370 -0.1817 -0.3132 0.0355
C 0.55631 1.06293 2.34096 -0.6685 -0.4620 -0.2178 -0.1329
C 0.47659 -0.32018 2.51749 -0.0074 -0.1390 0.0758 0.0581
C -0.63842 -1.02204 2.08534 0.2916 0.3829 0.0956 0.0330
N -1.66265 -0.37993 1.49280 0.3762 0.0263 0.1152 -0.0724
C -1.61037 0.95063 1.28311 0.4122 0.1019 0.1937 0.0374
C -0.51054 1.68958 1.69600 -0.1871 0.0507 -0.1355 0.0663
C -2.86961 -1.12706 1.07896 -0.1790 0.0147 -0.1020 0.0538
H 5.10392 4.88578 4.06305 0.1128 -0.1141 0.0514 0.1201
H 6.03343 3.36469 3.81704 -0.0307 0.1556 0.1023 0.1213
H 5.25904 3.70131 5.39090 -0.0706 -0.0066 -0.1657 0.1101
H 4.30338 3.82147 1.87526 -0.0318 -0.0570 0.1469 0.1623
H 2.31787 2.65614 0.94087 0.0715 0.0188 0.1560 0.1467
H 1.45865 1.21902 4.90994 0.1216 0.0978 -0.0706 0.1460
H 3.46871 2.42422 5.70996 0.0475 0.0691 -0.1651 0.1574
H 1.28492 -0.86852 2.99297 -0.1502 0.0443 -0.0752 0.1453
H -0.72172 -2.09533 2.21797 -0.0915 0.1619 -0.0568 0.1564
H -2.46282 1.41112 0.79525 0.0696 -0.1251 0.0325 0.1639
H -0.51091 2.76273 1.52892 -0.0494 -0.1600 -0.0066 0.1468
H -3.01912 -0.96219 0.01103 -0.1325 -0.0031 0.1100 0.1078
H -3.71003 -0.74263 1.65923 0.0036 -0.1213 -0.1803 0.1235
H -2.73576 -2.19041 1.27744 0.0284 0.1805 0.0094 0.1118
```
Positions in Å, forces in eV/Å.

## Properties
Total charge: +2
F_max, eV/Å: 8.17
HOMO energy, eV: -14.46
Relative energy (zero: lowest compared OMol25 entry of this formula, charge and spin), kcal per mole: 70.0
Frontier orbital gap, Eh: 0.2423
M, g/mol: 388.44

- What is the formula in the first record?
  C16H22CrN9S4